P | This record from OMol25 describes a single C6H11N3 molecule. The level of theory is ωB97M-V with the def2-TZVPD basis set.

Geometry as ORCA input:
```
! RIJCOSX wB97M-V def2-TZVPD def2/J DEFGRID3
* xyz 0 1
C 0.19 0.69 2.72
N 0.92 1.04 1.58
C 1.15 0.42 0.52
C 1.86 1.07 -0.65
N 0.84 -0.97 0.31
C -0.05 -1.37 -0.51
N -0.75 -0.63 -1.44
C -2.11 -0.94 -1.58
C -1.73 0.39 -1.11
H -0.77 1.30 2.81
H -0.19 -0.38 2.63
H 0.78 0.83 3.59
H 2.90 0.74 -0.71
H 1.81 2.16 -0.42
H 1.47 0.87 -1.61
H -0.24 -2.46 -0.65
H -2.54 -1.55 -0.76
H -2.56 -1.11 -2.58
H -1.67 1.26 -1.75
H -1.86 0.66 -0.04
*
```

Results
E_HOMO, eV: -8.72
Structure (SMILES): C/N=C(C)\N=C/N1CC1
Orbital gap, eV: 9.6

Q | This record from OMol25 describes a single C6H11N3 molecule. The level of theory is ωB97M-V with the def2-TZVPD basis set.

Geometry as ORCA input:
```
! RIJCOSX wB97M-V def2-TZVPD def2/J DEFGRID3
* xyz 0 1
H -0.35 3.14 1.11
N 0.39 3.41 0.45
C 0.62 2.46 -0.38
C -0.32 1.06 -0.38
N -1.58 1.27 -0.44
H -1.80 2.26 -0.53
N 0.39 -0.06 -0.11
C 1.82 -0.20 -0.34
C -0.45 -1.35 0.04
C -0.56 -2.26 -0.94
C -1.10 -1.52 1.38
H 1.35 2.53 -1.20
H 2.15 -1.22 -0.12
H 2.38 0.47 0.33
H 2.08 0.02 -1.38
H -1.09 -3.19 -0.79
H -0.11 -2.10 -1.91
H -1.89 -0.78 1.54
H -0.36 -1.42 2.18
H -1.56 -2.51 1.49
*
```

Results
E_HOMO, eV: -8.96
Structure (SMILES): [H]/N=C\C(=N/[H])N(C)C(=C)C
Orbital gap, eV: 9.8

R | This record from OMol25 describes 2 unconnected molecules or ions with the total composition C6H11N3. The level of theory is ωB97M-V with the def2-TZVPD basis set.

Geometry as ORCA input:
```
! RIJCOSX wB97M-V def2-TZVPD def2/J DEFGRID3
* xyz 0 1
H -0.32 1.85 -2.21
N -0.06 1.25 -1.44
C -0.65 0.82 -0.43
C -1.48 1.72 0.43
C -0.37 -0.70 0.05
C -0.26 -1.60 -0.94
C -1.30 -1.11 1.17
H -1.17 1.66 1.47
H -2.54 1.48 0.32
H -1.37 2.75 0.10
H -0.63 -2.62 -0.90
H 0.27 -1.39 -1.86
H -1.08 -0.56 2.09
H -1.28 -2.18 1.37
H -2.36 -0.92 0.98
N 2.37 -0.12 -1.13
C 2.64 -0.26 0.07
N 3.61 -0.08 0.83
H 2.00 0.78 -1.43
H 3.97 -0.77 1.47
*
```

Results
E_HOMO, eV: -8.36
Structure (SMILES): [H]/N=C(\C)C(=C)C.N=C=N
Orbital gap, eV: 8.9

S | This record from OMol25 describes a single C6H11N3 molecule. The level of theory is ωB97M-V with the def2-TZVPD basis set.

Geometry as ORCA input:
```
! RIJCOSX wB97M-V def2-TZVPD def2/J DEFGRID3
* xyz 0 1
C 2.29 -1.09 1.52
N 1.46 -0.48 0.49
C 0.24 0.17 1.00
C -0.71 -0.01 -0.19
C -0.10 -1.20 -0.81
N 1.07 -1.51 -0.38
C -2.18 0.24 -0.23
C -1.23 1.07 -1.08
N -0.96 2.43 -0.84
H 3.20 -1.50 1.11
H 1.75 -1.88 2.05
H 2.56 -0.27 2.26
H 0.42 1.23 1.19
H -0.16 -0.36 1.89
H -0.54 -1.78 -1.58
H -2.68 0.77 0.55
H -2.85 -0.38 -0.77
H -1.18 0.75 -2.11
H 0.07 2.54 -0.76
H -1.42 2.72 0.03
*
```

Results
E_HOMO, eV: -8.23
Structure (SMILES): CN1C[C@@]2(C=N1)C[C@H]2N
Orbital gap, eV: 9.2

Tell me which of them is the least stable. Sure, it is R.

P | This record from OMol25 describes 2 unconnected molecules or ions with the total composition C2H5N3O2. The level of theory is ωB97M-V with the def2-TZVPD basis set.

Geometry as ORCA input:
```
! RIJCOSX wB97M-V def2-TZVPD def2/J DEFGRID3
* xyz 0 3
C 0.43 2.04 0.47
C -0.39 -1.92 -0.42
N -0.09 0.66 0.29
N -1.65 -1.75 -0.56
N 0.60 -0.29 0.26
O -2.39 -0.87 -0.97
O 1.70 -0.66 0.56
H 1.51 1.93 0.65
H -0.15 2.62 1.26
H 0.17 2.54 -0.49
H -0.03 -2.55 0.32
H 0.30 -1.77 -1.37
*
```

Results
E_HOMO (alpha / beta), eV: -8.23 / -9.50
Expectation value of S²: 2.065
Orbital gap (alpha / beta), eV: 9.2 / 8.4

Q | This record from OMol25 describes 2 unconnected molecules or ions with the total composition C2H5N3O2. The level of theory is ωB97M-V with the def2-TZVPD basis set.

Geometry as ORCA input:
```
! RIJCOSX wB97M-V def2-TZVPD def2/J DEFGRID3
* xyz 0 3
C 2.19 1.61 -1.57
C 0.51 0.27 -1.01
N 3.27 1.78 -1.93
N 0.27 -0.16 1.32
N -0.88 0.36 -1.18
O 1.10 -0.92 -1.42
O 1.04 1.44 -1.10
H 0.43 0.78 1.75
H -0.78 -0.13 1.29
H -1.43 -0.33 -0.77
H -1.20 1.33 -1.45
H 1.84 -1.30 -0.86
*
```

Results
E_HOMO (alpha / beta), eV: -6.15 / -10.80
Expectation value of S²: 2.007
Orbital gap (alpha / beta), eV: 6.6 / 9.5

Tell me which of them is the least stable. Sure, it is P.

P | This record from OMol25 describes a single C7H8 molecule. The level of theory is ωB97M-V with the def2-TZVPD basis set.

Geometry as ORCA input:
```
! RIJCOSX wB97M-V def2-TZVPD def2/J DEFGRID3
* xyz 0 1
C 2.98 0.95 -0.46
C 1.77 0.90 -0.44
C 0.31 0.91 -0.39
C -0.30 -0.20 0.50
C -0.13 -1.59 -0.10
C -1.72 0.13 0.73
C -2.87 0.45 0.88
H 4.04 1.01 -0.49
H -0.09 0.80 -1.41
H -0.02 1.88 -0.03
H 0.21 -0.17 1.47
H -0.64 -1.65 -1.07
H 0.93 -1.82 -0.25
H -0.57 -2.35 0.55
H -3.89 0.73 1.02
*
```

Results
E_HOMO, eV: -9.95
Structure (SMILES): C#CC[C@H](C)C#C
Orbital gap, eV: 11.0

Q | This record from OMol25 describes a single C7H8 molecule. The level of theory is ωB97M-V with the def2-TZVPD basis set.

Geometry as ORCA input:
```
! RIJCOSX wB97M-V def2-TZVPD def2/J DEFGRID3
* xyz 0 1
C 2.14 0.59 0.15
C 0.64 0.39 0.09
C -0.12 0.52 -1.08
C -1.24 -0.29 -1.25
C -1.57 -1.21 -0.25
C -1.27 -0.73 1.02
C -0.16 0.08 1.20
H 2.45 1.63 0.30
H 2.58 -0.02 0.95
H 2.62 0.23 -0.78
H 0.12 1.33 -1.76
H -2.01 -0.12 -1.99
H -2.16 -2.10 -0.44
H -2.07 -0.84 1.75
H 0.04 0.60 2.13
*
```

Results
E_HOMO, eV: -8.42
Structure (SMILES): Cc1ccccc1
Orbital gap, eV: 9.1

Tell me which of them is the least stable. Sure, it is P.

P | This record from OMol25 describes a molecular structure, C7H8. The level of theory is ωB97M-V with the def2-TZVPD basis set.

Geometry as ORCA input:
```
! RIJCOSX wB97M-V def2-TZVPD def2/J DEFGRID3
* xyz 0 1
C 1.35 -0.98 -0.15
C 2.42 -0.41 0.26
C 0.18 -1.09 -1.06
C 0.41 1.26 -0.27
C 1.17 0.42 0.71
C -0.49 0.09 -0.43
C -1.59 -0.06 0.63
H 0.55 -0.93 -2.04
H -0.16 -2.15 -0.95
H -0.03 2.24 0.16
H 1.06 1.66 -1.10
H 0.74 0.30 1.67
H -1.78 -1.10 0.78
H -2.52 0.41 0.13
H -1.30 0.33 1.66
*
```

Results
E_HOMO (alpha / beta), eV: -7.82 / -7.82
Orbital gap (alpha / beta), eV: 8.0 / 8.0

Q | This record from OMol25 describes a molecular structure, C7H8. The level of theory is ωB97M-V with the def2-TZVPD basis set.

Geometry as ORCA input:
```
! RIJCOSX wB97M-V def2-TZVPD def2/J DEFGRID3
* xyz 0 1
C -1.32 1.39 0.03
C -0.14 1.32 -0.66
C -0.03 -0.08 1.73
C -0.90 -0.01 0.68
C 1.15 -0.26 0.85
C 0.15 -0.14 -0.33
C -0.04 -1.25 -1.36
H -2.22 2.07 0.32
H 0.31 2.00 -1.22
H -0.01 0.15 2.70
H 1.85 0.62 0.81
H 1.51 -1.27 1.13
H 0.20 -2.17 -0.90
H 0.63 -1.24 -2.23
H -1.12 -1.16 -1.56
*
```

Results
E_HOMO, eV: -8.19
Orbital gap, eV: 9.1

Tell me which of them is the least stable. Sure, it is P.

P | This record from OMol25 describes a single C7H8 molecule. The level of theory is ωB97M-V with the def2-TZVPD basis set.

Geometry as ORCA input:
```
! RIJCOSX wB97M-V def2-TZVPD def2/J DEFGRID3
* xyz 0 1
C 2.95 0.96 -0.35
C 1.76 1.00 -0.50
C 0.30 0.96 -0.54
C -0.25 -0.15 0.40
C -0.18 -1.55 -0.22
C -1.63 0.16 0.75
C -2.79 0.40 0.98
H 3.98 0.83 -0.12
H -0.06 0.78 -1.56
H -0.10 1.92 -0.22
H 0.36 -0.15 1.32
H -0.74 -1.58 -1.16
H 0.86 -1.85 -0.42
H -0.63 -2.29 0.45
H -3.82 0.57 1.18
*
```

Results
E_HOMO, eV: -9.94
Structure (SMILES): C#CC[C@H](C)C#C
Orbital gap, eV: 11.0

Q | This record from OMol25 describes a single C7H8 molecule. The level of theory is ωB97M-V with the def2-TZVPD basis set.

Geometry as ORCA input:
```
! RIJCOSX wB97M-V def2-TZVPD def2/J DEFGRID3
* xyz 0 1
C -1.78 0.21 -1.29
C -0.44 0.05 -0.57
C -0.39 -1.07 0.26
C 0.75 -1.24 1.09
C 1.68 -0.22 1.16
C 1.45 1.03 0.57
C 0.54 1.06 -0.49
H -1.91 1.22 -1.67
H -2.59 -0.05 -0.59
H -1.91 -0.62 -1.98
H -1.26 -1.64 0.57
H 0.74 -2.10 1.75
H 2.70 -0.43 1.45
H 1.83 1.96 0.97
H 0.61 1.83 -1.24
*
```

Results
E_HOMO, eV: -8.57
Structure (SMILES): Cc1ccccc1
Orbital gap, eV: 9.6

R | This record from OMol25 describes a single C7H8 molecule. The level of theory is ωB97M-V with the def2-TZVPD basis set.

Geometry as ORCA input:
```
! RIJCOSX wB97M-V def2-TZVPD def2/J DEFGRID3
* xyz 0 1
C -0.11 -1.55 -0.55
C -0.26 -0.11 -0.10
C 0.21 0.99 -0.94
C 1.02 0.67 0.36
C 2.28 0.09 0.04
C -1.43 0.15 0.72
C -2.43 0.35 1.37
H -0.98 -1.86 -1.15
H 0.80 -1.67 -1.13
H -0.05 -2.21 0.33
H 0.82 1.36 1.18
H 0.70 0.76 -1.88
H -0.31 1.94 -0.89
H 3.03 0.56 0.71
H -3.30 0.53 1.95
*
```

Results
E_HOMO, eV: -8.50
Orbital gap, eV: 8.3

S | This record from OMol25 describes a single C7H8 molecule. The level of theory is ωB97M-V with the def2-TZVPD basis set.

Geometry as ORCA input:
```
! RIJCOSX wB97M-V def2-TZVPD def2/J DEFGRID3
* xyz 0 1
C 2.04 -0.03 0.06
C 0.55 -0.02 0.10
C -0.50 -1.14 -0.22
C -1.46 -0.07 -0.71
C -1.46 -0.47 0.74
C -0.38 0.57 1.17
C -0.36 0.96 -0.52
H 2.43 0.89 0.49
H 2.44 -0.87 0.64
H 2.39 -0.12 -0.97
H -0.40 -2.16 -0.56
H -2.28 -0.11 -1.41
H -2.27 -0.91 1.30
H -0.68 1.63 0.86
H -0.07 1.89 -1.01
*
```

Results
E_HOMO, eV: -7.66
Structure (SMILES): C[C@@]12[C@@H]3[C@H]4[C@@H]3[C@@H]1[C@H]42
Orbital gap, eV: 8.8

Tell me which of them is the least stable. Sure, it is S.

P | This record from OMol25 describes a single C7H8 molecule. The level of theory is ωB97M-V with the def2-TZVPD basis set.

Geometry as ORCA input:
```
! RIJCOSX wB97M-V def2-TZVPD def2/J DEFGRID3
* xyz 0 1
C 0.01 -1.39 0.80
C -0.62 0.00 0.65
C 0.43 1.10 0.42
C 1.25 0.87 -0.77
C 1.92 0.66 -1.75
C -1.55 0.15 -1.76
C -1.64 0.01 -0.47
H 0.56 -1.64 -0.11
H 0.70 -1.41 1.65
H -0.76 -2.15 0.96
H -1.14 0.25 1.58
H -0.07 2.07 0.33
H 1.09 1.15 1.30
H 2.53 0.49 -2.61
H -2.70 -0.17 -0.24
*
```

Results
E_HOMO, eV: -9.99
Orbital gap, eV: 10.0

Q | This record from OMol25 describes a molecular structure, C7H8. The level of theory is ωB97M-V with the def2-TZVPD basis set.

Geometry as ORCA input:
```
! RIJCOSX wB97M-V def2-TZVPD def2/J DEFGRID3
* xyz 0 1
C 1.03 0.85 -0.99
C -0.08 0.31 -0.09
C -1.17 1.34 0.14
C -0.60 -0.99 -0.64
C -0.37 -2.15 -0.12
C 0.52 -0.22 1.19
C 0.58 -1.50 1.45
H 1.80 0.09 -1.15
H 1.49 1.72 -0.53
H 0.61 1.14 -1.96
H -1.60 1.65 -0.82
H -1.98 0.96 0.77
H -0.74 2.23 0.63
H -0.51 -3.24 -0.25
H 0.93 -2.24 2.18
*
```

Results
E_HOMO (alpha / beta), eV: -8.76 / -8.55
Orbital gap (alpha / beta), eV: 8.2 / 7.8

R | This record from OMol25 describes a single C7H8 molecule. The level of theory is ωB97M-V with the def2-TZVPD basis set.

Geometry as ORCA input:
```
! RIJCOSX wB97M-V def2-TZVPD def2/J DEFGRID3
* xyz 0 1
C 0.82 -2.41 -1.66
C 0.85 -1.62 -0.75
C 0.92 -0.62 0.31
C -0.40 0.14 0.59
C -1.24 0.38 -0.68
C -0.08 1.42 1.23
C 0.23 2.49 1.70
H 0.81 -3.11 -2.47
H 1.69 0.11 0.04
H 1.26 -1.09 1.25
H -1.00 -0.45 1.29
H -0.66 0.93 -1.43
H -1.55 -0.58 -1.11
H -2.14 0.96 -0.43
H 0.49 3.44 2.12
*
```

Results
E_HOMO, eV: -9.90
Structure (SMILES): C#CC[C@H](C)C#C
Orbital gap, eV: 10.9

Tell me which of them is the least stable. Sure, it is Q.